No. 1
# C23H42Br2N3O7S

A molecular structure, C23H42Br2N3O7S at a distorted geometry (wB97M-V/def2-TZVPD, the Open Molecules 2025 dataset).

Its multiplicity is 1. The charge is +1. The calculation puts the HOMO energy at -11.3 eV. The LUMO energy is -3.819 eV. The electronic energy comes out at -7138.35772 a.u. The largest force on an atom comes out at 1.266 eV/A.

```
78
C23H42Br2N3O7S, DFT wB97M-V/def2-TZVPD
C 3.701 0.087 1.181
C 4.984 0.814 0.988
O 5.655 1.244 1.846
O 5.418 0.948 -0.342
C 4.798 1.952 -1.079
N 3.772 1.386 -1.962
C 2.521 1.727 -1.996
N 1.921 2.658 -1.241
C 0.438 2.485 -1.380
C -0.180 3.721 -2.036
S -0.947 4.863 -0.872
O -0.013 5.927 -0.662
O -2.282 5.128 -1.311
C 0.336 1.096 -2.110
C -0.796 0.918 -3.133
C -2.199 0.530 -2.648
C -3.112 1.653 -2.121
C -2.992 1.912 -0.630
C -4.587 1.265 -2.416
C 0.436 -0.099 -1.143
Br 0.056 0.194 0.689
C 0.742 -1.340 -1.543
C 0.970 -1.802 -2.956
Br 0.867 -2.748 -0.307
N 1.622 1.103 -2.890
O 1.555 2.054 -3.940
H 3.150 -0.072 0.259
H 3.901 -0.889 1.620
H 3.076 0.643 1.875
H 4.367 2.741 -0.465
H 5.566 2.393 -1.712
H 4.056 0.672 -2.621
H 2.274 3.607 -1.298
H 0.115 2.462 -0.348
H 0.570 4.339 -2.526
H -0.970 3.501 -2.741
H -1.035 4.101 0.249
H -0.458 0.148 -3.824
H -0.914 1.816 -3.734
H -2.700 0.129 -3.529
H -2.172 -0.284 -1.920
H -2.916 2.573 -2.675
H -3.642 2.746 -0.366
H -1.989 2.188 -0.306
H -3.313 1.058 -0.039
H -4.965 1.777 -3.295
H -4.661 0.187 -2.559
H -5.218 1.486 -1.559
H 0.018 -1.871 -3.482
H 1.670 -1.174 -3.494
H 1.374 -2.809 -2.938
H 1.654 1.531 -4.746
C 3.179 -6.405 1.635
C 3.364 -5.904 3.067
C 2.137 -5.018 3.243
O 1.109 -5.590 2.433
C 1.667 -6.581 1.566
H 3.719 -7.325 1.418
H 3.506 -5.642 0.924
H 3.327 -6.743 3.764
H 4.297 -5.368 3.229
H 2.334 -3.996 2.895
H 1.790 -4.969 4.275
H 1.367 -7.570 1.924
H 1.265 -6.442 0.561
C -3.341 0.252 4.552
C -4.739 0.871 4.531
C -4.836 1.367 3.094
O -4.049 0.465 2.307
C -3.262 -0.365 3.162
H -3.196 -0.478 5.345
H -2.587 1.035 4.665
H -5.491 0.103 4.717
H -4.878 1.667 5.259
H -4.421 2.376 2.994
H -5.856 1.374 2.711
H -3.680 -1.377 3.153
H -2.247 -0.411 2.764
```

Results of the Löwdin charge analysis, in e, for atoms 1 through 5: number 1, C, carries 0.018; number 2, C, carries -0.495; number 3, O, carries 0.203; number 4, O, carries 0.008; number 5, C, carries -0.137


No. 2
# C47H44F4N8OSSeSiY

A molecular structure, C47H44F4N8OSSeSiY (wB97M-V/def2-TZVPD, the Open Molecules 2025 dataset).

Its multiplicity is 1. The charge is -1. The calculation puts the HOMO energy at -4.3 eV. As for the energy above the lowest of the compared OMol25 structures with the same formula, charge and spin: 0.0141 eV. The LUMO energy is 2.116 eV. The electronic energy comes out at -5858.04741 a.u. The largest force on an atom comes out at 0.448 eV/A.

```
108
C47H44F4N8OSSeSiY, DFT wB97M-V/def2-TZVPD
Y 0.367 -0.400 -0.175
O 1.495 -2.584 -0.156
C 1.392 -3.492 -1.228
C 0.817 -2.871 -2.475
C 0.924 -3.550 -3.681
C 0.386 -2.987 -4.823
C -0.237 -1.754 -4.730
C -0.298 -1.142 -3.493
N 0.206 -1.691 -2.382
H 1.048 -2.975 0.661
H 0.744 -4.328 -0.942
H 2.383 -3.888 -1.468
H 1.438 -4.502 -3.714
H 0.464 -3.498 -5.775
H -0.663 -1.259 -5.592
H -0.761 -0.170 -3.381
F -4.274 -3.080 1.857
C -3.600 -4.192 2.179
F -4.275 -4.743 3.221
F -3.736 -5.051 1.158
C -2.155 -3.961 2.539
C -1.731 -4.263 3.817
C -0.388 -4.139 4.156
C 0.480 -3.763 3.154
N 0.086 -3.463 1.921
C -1.223 -3.481 1.581
S -1.658 -2.886 0.022
H -2.448 -4.601 4.551
H -0.032 -4.354 5.153
H 1.548 -3.691 3.336
N -2.915 -0.454 1.770
C -1.978 -0.037 2.606
N -2.383 0.622 3.702
C -1.411 1.072 4.471
N -1.763 1.774 5.581
N -0.096 0.879 4.278
C 0.196 0.216 3.170
N -0.673 -0.254 2.280
C 1.652 0.002 2.908
C 2.604 0.500 3.781
C 3.944 0.315 3.477
C 4.284 -0.368 2.325
C 3.264 -0.846 1.516
N 1.977 -0.668 1.801
H -3.875 -0.257 1.985
H -2.684 -1.030 0.960
H -2.704 2.127 5.606
H -1.037 2.306 6.025
H 2.279 1.036 4.659
H 4.712 0.715 4.127
H 5.313 -0.503 2.023
H 3.470 -1.372 0.594
C -1.597 2.767 -5.471
C -0.632 2.928 -4.483
C -0.852 2.426 -3.209
C -2.038 1.757 -2.875
C -2.993 1.611 -3.884
C -2.779 2.107 -5.167
Si -2.185 1.042 -1.097
C -2.575 2.651 -0.119
C -1.855 3.025 1.017
C -2.165 4.180 1.728
C -3.200 5.002 1.309
C -3.911 4.671 0.162
C -3.594 3.516 -0.539
C -3.873 0.131 -1.161
C -3.951 -1.066 -1.882
C -5.110 -1.828 -1.926
C -6.236 -1.418 -1.226
C -6.187 -0.241 -0.492
C -5.023 0.521 -0.466
H -1.425 3.148 -6.471
H 0.302 3.429 -4.711
H -0.073 2.535 -2.459
H -3.922 1.094 -3.667
H -3.539 1.976 -5.930
H -1.003 2.429 1.318
H -1.582 4.444 2.604
H -3.441 5.904 1.860
H -4.709 5.317 -0.189
H -4.152 3.276 -1.439
H -3.072 -1.423 -2.412
H -5.125 -2.755 -2.487
H -7.139 -2.016 -1.243
H -7.059 0.088 0.063
H -5.009 1.435 0.117
F 0.774 1.479 0.528
C 7.741 2.265 0.894
C 6.515 1.750 0.186
C 6.463 0.463 -0.327
C 5.332 -0.024 -0.982
C 5.356 -1.431 -1.517
C 4.205 0.800 -1.136
Se 2.666 0.119 -2.052
C 4.252 2.115 -0.640
C 3.106 3.068 -0.834
C 5.397 2.557 0.014
H 8.493 1.482 0.998
H 7.497 2.634 1.893
H 8.198 3.094 0.347
H 7.327 -0.188 -0.220
H 6.308 -1.914 -1.287
H 5.202 -1.437 -2.598
H 4.539 -2.028 -1.104
H 2.154 2.602 -0.584
H 3.061 3.385 -1.880
H 3.235 3.955 -0.210
H 5.412 3.573 0.401
```

Results of the Löwdin charge analysis, in e, for atoms 1 through 5: number 1, Y, carries 1.164; number 2, O, carries -0.267; number 3, C, carries -0.214; number 4, C, carries -0.296; number 5, C, carries -0.020